Entry 1:
{"formula": "C5H9NO", "method": "wB97M-V/def2-TZVPD", "energy_ha": -325.7176, "fmax_ev_per_a": 1.77, "lumo_ev": [-0.57, 0.39], "gap_ev": [7.6, 8.8], "homo_energy_ha": [-0.3009, -0.3088], "spin_multiplicity": 1, "elements": ["C", "C", "C", "C", "O", "C", "N", "H", "H", "H", "H", "H", "H", "H", "H", "H"], "coordinates": [[-0.68, -0.85, 1.74], [-0.24, 0.26, -0.42], [-0.54, -1.01, -1.12], [-0.01, 1.57, -1.19], [1.19, 1.82, -0.42], [0.94, 0.66, 0.28], [1.53, 0.18, 1.29], [-0.83, -0.03, 2.41], [-1.51, -1.18, 1.16], [-0.01, -1.63, 2.12], [-0.01, -1.84, -0.65], [-1.61, -1.24, -1.09], [-0.25, -0.98, -2.17], [-0.71, 2.39, -1.06], [0.23, 1.43, -2.24], [2.50, 0.46, 1.36]]}

***

Entry 2:
{"formula": "C5H9NO", "method": "wB97M-V/def2-TZVPD", "smiles": "[H]/N=C1/CCCCO1", "energy_ha": -325.8893, "fmax_ev_per_a": 0.71, "lumo_ev": 0.86, "gap_ev": 10.7, "homo_energy_ha": -0.3631, "spin_multiplicity": 1, "elements": ["N", "C", "C", "C", "C", "C", "O", "H", "H", "H", "H", "H", "H", "H", "H", "H"], "coordinates": [[2.37, 0.60, 0.82], [1.39, 0.33, 0.06], [0.94, -1.06, -0.26], [-0.52, -1.25, 0.20], [-1.42, 0.01, 0.08], [-0.74, 1.33, -0.39], [0.68, 1.31, -0.57], [2.43, 1.62, 0.91], [1.03, -1.21, -1.34], [1.61, -1.76, 0.24], [-0.48, -1.55, 1.25], [-0.96, -2.08, -0.36], [-2.27, -0.20, -0.60], [-1.86, 0.22, 1.06], [-0.92, 2.13, 0.33], [-1.16, 1.65, -1.35]]}

***

Entry 3:
{"formula": "C5H9NO", "method": "wB97M-V/def2-TZVPD", "smiles": "C/C=N/CCC=O", "energy_ha": -325.8654, "fmax_ev_per_a": 1.18, "lumo_ev": 1.07, "gap_ev": 10.5, "homo_energy_ha": -0.3464, "spin_multiplicity": 1, "elements": ["C", "C", "N", "C", "C", "C", "O", "H", "H", "H", "H", "H", "H", "H", "H", "H"], "coordinates": [[2.21, -0.93, -0.71], [0.94, -0.29, -1.11], [-0.14, -0.87, -0.85], [-1.23, 0.05, -0.67], [-1.51, 0.13, 0.84], [-0.75, 1.14, 1.69], [0.09, 1.92, 1.30], [1.95, -1.80, -0.10], [2.77, -1.21, -1.59], [2.77, -0.22, -0.10], [0.95, 0.73, -1.53], [-2.05, -0.39, -1.22], [-1.02, 1.06, -1.05], [-1.37, -0.85, 1.32], [-2.57, 0.39, 1.00], [-1.04, 1.14, 2.77]]}

***

Entry 4:
{"formula": "C5H9NO", "method": "wB97M-V/def2-TZVPD", "smiles": "C[C@H]1N[C@H]1[C@H]1CO1", "energy_ha": -325.8287, "fmax_ev_per_a": 0.29, "lumo_ev": 1.13, "gap_ev": 10.4, "homo_energy_ha": -0.3413, "spin_multiplicity": 1, "elements": ["C", "C", "N", "C", "C", "C", "O", "H", "H", "H", "H", "H", "H", "H", "H", "H"], "coordinates": [[0.67, 1.47, -1.13], [0.48, 0.00, -1.43], [1.18, -1.01, -0.62], [-0.27, -0.93, -0.54], [-0.97, -0.49, 0.71], [-0.44, -0.75, 2.05], [-0.39, 0.55, 1.48], [-0.22, 2.05, -1.41], [1.52, 1.85, -1.70], [0.86, 1.63, -0.07], [0.48, -0.25, -2.49], [1.59, -0.55, 0.19], [-0.78, -1.77, -1.01], [-2.06, -0.41, 0.60], [-1.12, -0.85, 2.90], [0.52, -1.24, 2.15]]}

***

Entry 5:
{"formula": "C5H9NO", "method": "wB97M-V/def2-TZVPD", "smiles": "CC[C@@H](O)CC#N", "energy_ha": -325.9026, "fmax_ev_per_a": 1.11, "lumo_ev": 0.74, "gap_ev": 11.6, "homo_energy_ha": -0.3998, "spin_multiplicity": 1, "elements": ["C", "C", "C", "O", "C", "C", "N", "H", "H", "H", "H", "H", "H", "H", "H", "H"], "coordinates": [[2.09, -0.08, 0.08], [0.66, 0.22, 0.52], [-0.38, -0.20, -0.53], [-0.28, -1.57, -0.87], [-1.82, -0.05, -0.04], [-2.14, 1.27, 0.50], [-2.40, 2.31, 0.94], [2.34, 0.42, -0.86], [2.81, 0.26, 0.83], [2.26, -1.16, -0.04], [0.55, 1.29, 0.71], [0.44, -0.30, 1.46], [-0.24, 0.43, -1.42], [0.61, -1.74, -1.17], [-1.99, -0.81, 0.74], [-2.50, -0.28, -0.86]]}

***

Entry 6:
{"formula": "C5H9NO", "method": "wB97M-V/def2-TZVPD", "energy_ha": -325.7644, "fmax_ev_per_a": 0.68, "lumo_ev": 0.79, "gap_ev": 9.2, "homo_energy_ha": -0.3099, "spin_multiplicity": 1, "elements": ["C", "N", "C", "C", "C", "O", "C", "H", "H", "H", "H", "H", "H", "H", "H", "H"], "coordinates": [[-0.53, -0.26, -2.14], [-0.06, -0.43, -0.77], [-1.19, -0.91, 0.43], [-0.59, 0.44, 0.28], [0.37, 0.99, 1.31], [0.18, 2.10, 1.76], [1.51, 0.11, 1.76], [-0.50, -1.23, -2.65], [0.09, 0.45, -2.69], [-1.57, 0.10, -2.14], [-2.13, -0.92, -0.15], [0.25, -1.34, -0.43], [-1.17, 1.25, -0.16], [2.17, -0.12, 0.91], [2.07, 0.61, 2.55], [1.10, -0.84, 2.12]]}

***

Table of energy above the lowest of the compared OMol25 structures with the same formula, charge and spin (kcal/mol), in record order: 138.0 30.3 45.3 68.3 22.0 108.7